# C3H8N4O

A single C3H8N4O molecule at a distorted geometry (the ωB97M-V functional and the def2-TZVPD basis, OMol25).

Values from the calculation:
Kohn-Sham gap in eV: 8.99
Energy above the lowest of the compared OMol25 structures with the same formula, charge and spin in eV: 3.0598
Structure (SMILES): [H]/N=C(\N)N(C)NC=O
LUMO level in eV: 0.7

Structure (ORCA input):
```
! RIJCOSX wB97M-V def2-TZVPD def2/J DEFGRID3
* xyz 0 1
H -1.7886 -2.4591 0.2127
N -0.9141 -2.0719 -0.1440
C -0.8196 -0.8195 0.1381
N -1.7683 -0.1956 0.8788
N 0.5350 -0.1734 0.0610
C 1.7396 -0.8644 -0.3457
N 0.6382 1.1712 0.3711
C -0.0991 1.9979 -0.4857
O -1.2611 2.0642 -0.8509
H -2.6653 -0.6571 0.9299
H -1.9010 0.7684 0.5822
H 1.6186 -1.9094 -0.6411
H 2.4968 -0.8448 0.4460
H 2.1400 -0.3777 -1.2439
H 1.5388 1.4648 0.7396
H 0.5101 2.9066 -0.6483
*
```